1.
This record from the OMol25 dataset describes C47H44F9N3O5P3SSn as an isolated structure in a non-equilibrium geometry. The level of theory is the ωB97M-V functional and the def2-TZVPD basis.

XYZ file:
```
113
Properties=species:S:1:pos:R:3:forces:R:3:mulliken_charge:R:1
Sn -0.301516 -0.175825 0.409362 0.06 -1.23 0.50 0.75
O 2.112218 1.093313 0.807792 0.72 0.82 -0.01 -0.04
C 3.221193 0.390358 1.317310 -0.82 -0.55 -1.19 -1.57
C 4.047101 0.824267 2.274674 0.79 0.65 1.58 0.25
C 5.186288 0.031926 2.544484 0.73 1.10 0.18 -1.07
C 5.517532 -1.156362 1.887136 0.16 0.81 -0.02 -0.89
C 4.567731 -1.592492 0.987357 0.33 -1.79 -0.91 -0.43
C 3.428671 -0.839925 0.738880 -0.74 -0.38 -1.06 0.47
P 2.048440 -1.323378 -0.336084 0.78 -0.19 1.23 2.93
C 2.283354 -3.094276 -0.443096 0.00 -0.26 -0.70 1.52
C 2.036400 -3.766017 -1.656444 0.82 -0.62 0.68 -0.36
C 2.273508 -5.167171 -1.618446 -0.51 1.11 -2.65 -0.94
C 2.755805 -5.807686 -0.527688 -0.48 -1.32 0.47 -0.72
C 2.971847 -5.125497 0.640200 0.63 -0.12 1.60 -1.01
C 2.762406 -3.772097 0.714959 -1.37 0.61 -0.95 -1.24
C 2.214385 -0.487682 -1.885701 -3.42 -0.36 0.16 0.13
C 3.386448 -0.152567 -2.470578 2.48 -1.01 1.05 -0.33
C 3.429892 0.289641 -3.737594 -0.34 1.51 -2.58 -0.77
C 2.241534 0.469824 -4.484425 0.74 -0.87 2.70 -0.92
C 1.045841 0.133936 -3.891842 -1.46 -0.31 0.56 -0.70
C 0.973974 -0.278203 -2.559160 1.37 -0.36 -0.22 0.57
C 2.425266 2.029000 -0.217844 -0.42 -0.77 1.31 0.10
C 3.708536 2.202001 -0.673470 1.53 -0.03 -0.35 -1.07
C 4.025645 3.224835 -1.556490 -1.03 0.71 0.37 -0.73
C 2.946959 4.038792 -2.033576 1.34 -0.78 0.93 -1.16
C 1.667275 3.771031 -1.646906 -2.39 -0.06 0.27 -0.45
C 1.352900 2.748479 -0.683075 1.48 0.93 -1.99 0.34
P -0.258157 2.365236 -0.151644 -0.21 -0.84 0.28 2.29
C -1.394691 2.812197 -1.432838 -0.29 0.15 -1.62 0.85
C -2.708532 3.180029 -1.122246 0.90 0.03 0.82 -0.43
C -3.526817 3.667390 -2.114816 -0.81 -0.19 0.93 -0.61
C -3.162547 3.804119 -3.434748 -0.24 0.53 0.28 -1.09
C -1.884685 3.425656 -3.756561 1.04 -0.10 -0.54 -0.75
C -1.012307 2.925115 -2.799875 -1.63 -0.33 1.02 -1.37
C -0.535907 3.428015 1.234611 -0.08 0.66 -0.02 1.15
C -0.402036 3.171544 2.589805 -0.28 1.36 1.27 -0.30
C -0.472457 4.265521 3.557024 -0.09 -1.75 -2.38 -0.90
C -0.656449 5.559017 3.081461 0.51 -2.04 -0.99 -0.84
C -0.708961 5.770718 1.698807 -0.64 -0.68 -0.50 -0.92
C -0.664029 4.740942 0.743228 -0.31 1.18 1.63 -0.94
H 3.781986 1.736663 2.838329 0.65 -0.47 -0.38 0.52
H 5.911154 0.524703 3.180307 0.03 -0.39 0.37 0.50
H 6.502442 -1.676781 1.968678 -1.10 0.60 0.28 0.46
H 4.741897 -2.574120 0.462576 -0.26 1.36 0.51 0.47
H 1.755363 -3.219286 -2.585262 0.07 -0.62 0.86 0.37
H 2.071617 -5.779528 -2.507895 0.08 0.46 0.25 0.37
H 2.783720 -6.902032 -0.515771 0.40 0.42 -0.16 0.42
H 3.295963 -5.691919 1.517452 -0.08 0.34 -0.19 0.48
H 2.814378 -3.194443 1.625896 0.24 -0.40 0.17 0.76
H 4.358796 -0.282678 -1.952747 -0.84 -0.06 -0.17 0.39
H 4.396004 0.572274 -4.152017 -0.27 -0.06 -0.12 0.45
H 2.188463 0.933977 -5.397931 0.41 0.65 -2.28 0.58
H 0.106164 0.135571 -4.453506 0.37 0.42 0.03 0.44
H -0.007057 -0.500469 -2.099530 0.70 0.04 -0.56 -0.44
H 4.528684 1.534419 -0.379398 -0.52 0.43 0.26 0.48
H 5.100631 3.419123 -1.714718 -0.86 0.01 -0.43 0.49
H 3.093824 4.932984 -2.581847 0.45 0.46 -0.77 0.56
H 0.798269 4.376069 -2.079462 1.58 -0.77 0.78 0.32
H -3.026340 3.184231 -0.064143 0.03 -0.01 -0.78 0.23
H -4.488254 3.963368 -1.765485 -0.76 0.33 -0.16 0.57
H -3.861319 4.290052 -4.106199 0.21 -0.24 -0.23 0.49
H -1.438774 3.540475 -4.742845 -0.52 -0.02 -0.03 0.50
H -0.130622 2.540348 -3.209044 1.60 -0.31 0.07 1.06
H -0.271962 2.154700 2.938418 -0.06 0.17 0.04 0.38
H -0.434521 3.979663 4.589120 0.07 0.24 0.40 0.57
H -0.744198 6.361233 3.745062 -0.15 1.14 0.86 0.54
H -0.977907 6.747150 1.367929 0.24 0.69 -0.32 0.45
H -0.808195 4.985361 -0.312341 0.16 -0.10 0.46 0.36
C -4.963964 2.078828 2.048875 -0.73 0.09 -0.18 -1.24
C -4.244193 0.715464 2.002654 0.03 -0.12 0.62 0.34
C -3.822970 0.366142 0.618315 0.81 -0.60 -0.05 -0.08
N -2.582327 0.232779 0.174674 -1.97 0.33 -0.11 0.11
N -2.528302 -0.014375 -1.183841 0.45 0.00 0.33 -0.05
C -3.698035 -0.172808 -1.720991 0.31 0.78 0.20 -0.12
N -3.857972 -0.365981 -3.032731 0.05 -0.08 -0.41 -0.24
S -5.002255 0.061189 -0.603376 0.08 0.06 -0.03 -0.22
H -5.213688 2.346354 3.074263 0.17 -0.11 0.07 0.44
H -5.935847 2.116414 1.508436 0.68 -0.27 0.13 0.40
H -4.325617 2.869166 1.651328 -0.01 -0.03 0.02 0.20
H -4.889696 -0.096250 2.467246 0.90 0.88 -0.59 0.47
H -3.292705 0.821356 2.548461 -0.45 -0.29 0.20 -0.64
H -3.036826 -0.172529 -3.633216 -1.24 -0.20 0.44 0.20
H -4.820371 -0.333707 -3.352191 0.60 0.01 -0.63 0.27
F 1.138637 0.714077 3.573756 0.20 -0.68 0.95 -0.19
C 1.085505 -0.621936 3.911307 -0.96 1.24 0.81 0.44
F 1.445324 -0.794928 5.186148 -0.20 0.28 -1.18 -0.28
F 1.962982 -1.187843 3.108414 0.40 -0.91 -0.02 -0.20
C -0.385593 -1.080822 3.523452 1.80 -1.28 0.83 1.10
O -0.654124 -0.542720 2.344184 -1.34 1.35 -2.05 0.13
C -1.433237 -0.723287 4.598752 -0.34 0.48 1.73 0.25
F -1.649823 0.604310 4.780401 0.44 -0.55 -0.89 -0.22
F -2.602928 -1.286940 4.328231 -0.39 0.42 -0.40 -0.20
F -1.046708 -1.190728 5.788650 0.18 -0.14 -0.28 -0.23
C -0.365504 -2.646200 3.352433 0.17 -1.10 0.85 -0.14
F 0.240516 -2.963373 2.189474 0.35 0.24 0.62 0.10
F -1.594048 -3.160362 3.240434 0.16 0.02 0.05 -0.26
F 0.254952 -3.291610 4.381735 -0.44 0.87 -1.24 -0.29
C -0.760239 -5.037810 -0.543682 0.37 0.00 1.74 -0.62
O -0.600690 -3.617834 -0.158687 -0.52 -0.02 -0.42 0.21
P -1.463312 -2.406439 -0.716748 -0.26 -1.11 1.15 0.97
O -1.321062 -2.358753 -2.272599 -0.48 -0.86 -1.23 0.39
C -2.096765 -3.170544 -3.269507 1.18 -1.13 1.28 -1.10
O -3.009801 -2.783493 -0.460951 0.99 1.27 -1.60 -0.23
C -3.587851 -3.472257 0.644020 1.11 -0.70 -0.22 -0.57
H -1.291844 -5.542645 0.286363 0.36 0.30 -0.37 0.28
H 0.263448 -5.457098 -0.633110 -1.06 0.37 -0.13 0.07
H -1.370426 -5.123147 -1.411778 -0.14 -0.12 -0.85 0.36
H -3.093948 -3.206463 -2.925538 -1.07 -0.13 0.30 0.45
H -1.702830 -4.208491 -3.433483 -0.01 1.08 0.56 0.29
H -2.042938 -2.663582 -4.181202 0.22 0.94 -1.25 0.36
H -4.303875 -2.828276 1.112965 -0.27 0.19 0.43 0.21
H -2.741767 -3.756709 1.257534 -0.41 -0.15 0.77 0.17
H -4.039506 -4.360957 0.225523 -0.36 -0.17 0.16 0.32
```
Positions in Å, forces in eV/Å.

Electronic energy ... -133127.530 eV
Total charge ... +3
Frontier orbital gap ... 6.7 eV
Multiplicity ... 1

2.
This record from the OMol25 dataset describes C36H31N6O8Ti as an isolated structure in a non-equilibrium geometry. The level of theory is the ωB97M-V functional and the def2-TZVPD basis.

XYZ file:
```
82
Properties=species:S:1:pos:R:3:forces:R:3:lowdin_spin:R:1
Ti 1.556838 1.657965 0.505946 0.88 0.57 -0.02 0.82
C 1.727541 4.140112 -2.883837 -0.03 0.09 -0.22 0.00
C 2.281216 3.079161 -1.986698 -0.05 -0.15 0.44 0.01
O 1.829850 3.097183 -0.765497 0.04 0.75 -0.62 0.01
C 3.246814 2.206420 -2.399403 0.17 -0.13 -0.01 0.00
C 3.981562 1.379316 -1.479301 -0.11 0.19 -0.13 0.00
C 5.304837 0.820210 -1.909242 0.03 -0.03 -0.09 0.00
N 3.529131 1.186495 -0.277040 0.44 -0.31 -0.13 0.00
N 4.427955 0.568585 0.613725 -0.29 0.20 -0.52 0.00
C 3.861142 0.547502 1.773749 -0.42 -0.03 0.48 0.00
O 2.663676 1.024072 1.989107 0.89 -0.62 0.58 0.00
C 4.557346 -0.115644 2.908839 0.03 0.10 -0.12 0.00
C 4.000419 -0.068280 4.180516 -0.01 -0.08 0.15 0.00
C 4.641101 -0.691593 5.245674 0.02 0.01 -0.10 0.00
C 5.836241 -1.367473 5.038681 -0.04 0.01 0.00 0.00
C 6.389772 -1.423754 3.763803 -0.04 0.03 -0.03 0.00
C 5.753300 -0.800866 2.701814 0.08 0.01 0.08 0.00
H 1.928812 5.123289 -2.451102 0.01 -0.03 0.01 0.00
H 0.643084 4.040837 -2.969632 0.03 -0.03 0.01 0.00
H 2.168548 4.092983 -3.878369 -0.03 0.03 0.01 0.00
H 3.607093 2.282011 -3.415533 0.02 -0.03 0.01 0.00
H 5.550060 1.148451 -2.917718 0.00 -0.03 0.02 0.00
H 5.273927 -0.270878 -1.879655 0.00 0.02 0.01 0.00
H 6.090722 1.122132 -1.219816 0.00 0.04 0.01 0.00
H 3.058626 0.445437 4.324991 0.02 0.01 -0.01 0.00
H 4.203320 -0.651859 6.235300 0.01 0.00 -0.02 0.00
H 6.334878 -1.855011 5.867664 -0.01 0.01 -0.02 0.00
H 7.319213 -1.954839 3.597200 -0.02 0.01 0.02 0.00
H 6.173709 -0.829453 1.705042 -0.01 0.00 0.02 0.00
O 1.286646 6.998163 0.829348 -0.31 -0.18 -0.20 0.00
C 1.108946 5.674332 1.067053 0.06 0.20 0.50 0.00
O 0.033437 5.146536 1.061280 0.04 -0.03 -0.17 0.00
C 2.445259 5.059292 1.406175 0.30 -0.06 -0.22 0.00
O 2.421786 3.739500 1.845210 -0.45 -0.27 0.09 0.00
C 1.789612 3.533273 3.115117 0.40 0.30 -0.04 0.00
C 0.536439 2.692512 3.049564 -0.50 -0.57 -0.79 0.00
O -0.145374 2.602976 4.045753 -0.02 -0.01 0.12 0.00
O 0.289498 2.099649 1.903653 -0.66 0.53 0.96 0.02
H 0.401120 7.344135 0.635002 0.10 0.09 0.00 0.00
H 3.035569 5.081654 0.490085 0.07 0.00 -0.03 0.00
H 2.940631 5.714099 2.129486 -0.02 0.03 0.04 0.00
H 2.494380 3.000687 3.751627 0.07 0.01 0.04 0.00
H 1.545377 4.485777 3.585073 -0.02 0.04 0.02 0.00
C -9.431214 -6.057239 -2.827196 0.14 -0.02 0.04 0.00
O -8.161088 -6.513357 -2.384786 -0.10 0.04 -0.03 0.00
C -7.202603 -5.580300 -2.161643 -0.13 0.00 -0.04 0.00
C -7.382954 -4.214145 -2.345392 0.21 0.02 0.07 0.00
C -6.321667 -3.351062 -2.081754 -0.25 0.06 -0.09 0.00
C -5.097190 -3.821301 -1.643106 0.36 0.15 0.09 0.00
C -4.935970 -5.196688 -1.463758 0.04 -0.12 0.02 0.00
C -5.971884 -6.066502 -1.719303 0.09 0.02 0.03 0.00
C -3.959590 -2.925559 -1.354636 -0.37 -0.23 -0.10 0.00
N -2.785773 -3.311204 -0.917978 0.11 0.27 0.03 0.00
C -2.062598 -2.144696 -0.780633 0.43 -0.54 0.16 0.00
C -2.801329 -1.058972 -1.139910 -0.35 0.40 -0.19 0.00
N -4.025822 -1.568274 -1.514662 0.10 0.13 0.05 0.00
C -2.299447 0.284454 -1.114118 -0.45 -0.12 -0.12 0.00
C -2.992625 1.443095 -1.478943 -0.12 -0.21 -0.02 0.02
C -2.358191 2.654774 -1.379797 0.09 0.24 0.01 0.00
C -1.040544 2.704842 -0.929120 0.10 -0.15 0.13 0.02
N -0.366046 1.609872 -0.599168 -0.31 0.40 -0.09 0.01
C -0.986314 0.430110 -0.670124 0.39 -0.45 0.13 0.01
C -0.184721 -0.709969 -0.260871 -0.32 0.53 -0.17 0.02
N 1.065216 -0.422801 0.163807 -0.09 -0.79 0.03 0.01
C 1.836578 -1.456344 0.491010 -0.01 0.08 -0.05 0.02
C 1.401908 -2.781483 0.439634 0.32 0.05 0.10 0.00
C 0.123690 -3.064211 0.042903 -0.28 -0.05 -0.06 0.02
C -0.701588 -1.998585 -0.328053 -0.19 -0.41 -0.04 0.00
H -10.047201 -6.942702 -2.942785 -0.01 -0.03 0.00 0.00
H -9.350844 -5.542939 -3.786997 -0.01 0.01 -0.03 0.00
H -9.887706 -5.390956 -2.092427 -0.01 0.01 0.02 0.00
H -8.324092 -3.811080 -2.685244 -0.01 0.01 0.00 0.00
H -6.489558 -2.289900 -2.229918 -0.01 -0.03 0.00 0.00
H -3.979832 -5.567658 -1.117820 -0.03 0.01 -0.01 0.00
H -5.854251 -7.133805 -1.582481 -0.01 0.03 -0.01 0.00
H -4.825726 -1.046673 -1.822944 0.01 0.00 0.00 0.00
H -4.018875 1.387269 -1.822858 0.02 0.00 0.00 0.00
H -2.863848 3.577279 -1.629643 -0.01 -0.03 0.00 0.00
H -0.515910 3.639076 -0.791596 -0.01 0.02 -0.02 0.00
H 2.846854 -1.229329 0.791711 0.02 -0.03 0.04 0.00
H 2.090644 -3.562929 0.731538 -0.02 0.01 -0.02 0.00
H -0.261946 -4.075204 0.005427 0.02 0.03 0.00 0.00
```
Positions in Å, forces in eV/Å.

⟨S²⟩ ... 0.755
Electronic energy ... -86277.025 eV
Frontier orbital gap (spin up / spin down) ... 6.2 / 7.1 eV
Multiplicity ... 2

3.
This record from the OMol25 dataset describes an isolated molecule of C4H3N3. The level of theory is the ωB97M-V functional and the def2-TZVPD basis.

XYZ file:
```
10
Properties=species:S:1:pos:R:3:forces:R:3:mulliken_charge:R:1
C -0.976178 -1.237627 -0.488324 -0.14 0.06 -0.52 -0.37
C -1.250197 -1.015470 -1.748033 0.13 -0.17 0.71 -0.23
C -0.053880 -0.179691 -0.008302 0.23 0.30 0.03 0.32
C 1.286045 -0.146113 0.299696 -0.02 -0.14 -0.04 -0.22
N 1.618846 1.112674 0.679904 -0.17 -0.05 -0.03 -0.26
N 0.563608 1.868248 0.612800 0.00 -0.19 -0.02 -0.55
N -0.443144 1.103907 0.202281 -0.07 -0.01 -0.02 0.28
H -1.325913 -2.050880 0.143960 0.02 0.11 -0.14 0.33
H 2.008120 -0.947571 0.264504 -0.07 0.12 0.02 0.42
H -1.361583 1.499682 0.067571 0.08 -0.01 0.02 0.27
```
Positions in Å, forces in eV/Å.

Electronic energy ... -8661.892 eV
Frontier orbital gap ... 9.1 eV
Multiplicity ... 1